# 1
12
Properties=species:S:1:pos:R:3:forces:R:3 method="wB97M-V/def2-TZVPD" relative_energy_kj_mol=39.5 multiplicity=3 total_charge=0 e_tot_ha=-546.1070 homo_energy_ev="-6.88 / -10.96"
C 0.454396 0.444822 -0.017097 4.88 4.90 0.37
C -0.112885 -1.627050 0.837463 -1.52 -3.75 -3.47
C 0.231279 1.692584 -0.767216 -0.39 0.30 -0.55
N -0.450687 -0.511887 -0.003887 3.87 -5.11 3.28
O -1.515150 -0.464732 -0.531837 -6.42 0.91 -3.25
F 1.269543 2.552623 -0.773179 -0.28 -0.50 0.55
F 0.001091 1.409344 -2.078882 -0.41 0.32 0.44
F -0.856433 2.366765 -0.257363 0.68 -0.25 -0.70
H 1.325924 0.357061 0.669332 -0.96 0.26 -0.73
H -0.523105 -2.603053 0.364049 -0.07 1.61 0.15
H 0.859798 -2.029879 0.888666 1.72 0.99 0.52
H -0.683771 -1.586597 1.669951 -1.10 0.30 3.38

---

# 2
75
Properties=species:S:1:pos:R:3:forces:R:3 method="wB97M-V/def2-TZVPD" multiplicity=2 total_charge=+1 e_tot_ha=-2536.3821 homo_energy_ev="-12.05 / -12.05"
C 2.037133 0.326229 4.475877 0.01 -1.25 2.25
C 1.480019 1.447594 5.342782 0.98 -1.61 1.66
O 0.966967 2.397968 4.445738 -0.01 -0.07 -0.17
C 0.971839 1.869965 3.214902 -0.30 1.62 -1.81
O 0.649204 2.531625 2.225330 0.82 -2.60 2.18
O 1.423550 0.566760 3.271997 -0.43 1.42 -2.95
H 1.735466 -0.663146 4.819708 -0.63 0.09 0.12
H 3.116579 0.199566 4.558746 0.38 0.87 -1.19
H 2.292168 1.811722 5.972012 -0.28 0.70 -0.15
H 0.750118 0.969537 5.996092 -0.59 0.74 -0.12
C 2.793097 0.359051 -5.391233 0.47 0.08 1.52
C 1.320043 0.582477 -5.130748 -0.01 -0.66 1.26
O 0.699210 -0.317302 -6.092225 -1.46 -0.73 -2.51
C 1.614497 -0.930994 -6.823922 -1.38 3.66 4.53
O 1.429207 -1.642300 -7.811285 -0.72 -1.46 -1.88
O 2.749251 -0.688673 -6.364934 3.63 -0.88 -1.99
H 3.393666 -0.130932 -4.624862 -0.43 0.19 0.60
H 3.335116 1.268544 -5.650365 -0.07 -0.33 -0.95
H 1.014447 1.627539 -5.181431 -0.34 -0.31 -0.62
H 0.950691 0.139249 -4.205967 0.32 0.34 0.25
C -0.076804 -0.690472 -1.029622 -0.58 0.47 0.53
C 0.942618 0.304469 -0.607927 -0.21 1.79 1.73
O 2.037663 0.058649 -1.454312 2.25 0.93 -1.04
C 1.948249 -1.143603 -1.969816 1.73 -2.84 -1.34
O 2.784647 -1.860768 -2.573698 -2.13 3.08 1.50
O 0.736763 -1.583714 -1.720388 -0.85 -2.93 -1.29
H -0.797866 -0.199351 -1.683052 -0.26 -0.45 -0.07
H -0.551411 -1.229232 -0.209510 -0.13 0.32 -0.23
H 1.315380 0.216000 0.412525 -0.24 -0.10 0.10
H 0.586613 1.325194 -0.747513 0.25 -0.10 0.05
C -4.776462 2.859126 -2.323328 -1.86 2.91 0.86
C -4.944858 3.781811 -1.091643 0.04 -0.50 -1.51
O -3.754680 3.442133 -0.395745 0.09 -0.63 1.82
C -3.395262 2.158469 -0.698523 3.18 0.53 -0.03
O -2.468694 1.504813 -0.213839 -2.65 1.64 -0.59
O -3.967485 1.848023 -1.852905 -0.09 -2.21 -0.73
H -4.325227 3.579767 -3.005365 0.50 -1.13 -0.88
H -5.803825 2.608930 -2.587967 0.50 -0.86 -0.63
H -5.889687 3.582552 -0.585989 0.41 0.05 0.69
H -4.915694 4.787992 -1.509784 0.12 0.19 0.88
C 1.714100 -5.895846 -1.387675 -2.38 -1.22 0.06
C 2.513513 -5.196862 -0.398926 2.13 1.19 -0.58
O 3.621247 -6.074564 -0.279765 1.74 0.67 2.84
C 3.461552 -7.251811 -0.878224 4.72 -1.79 -0.24
O 4.330868 -8.160072 -0.901822 -3.76 3.14 0.35
O 2.397572 -7.133183 -1.597016 -2.72 -1.23 -2.38
H 1.545746 -5.288627 -2.277089 0.14 -0.69 -0.30
H 0.774967 -6.113417 -0.878957 -0.44 -0.35 -0.79
H 1.995383 -4.945874 0.526626 0.44 -0.22 0.12
H 2.900135 -4.330465 -0.935559 0.14 0.58 0.89
C -1.617170 -1.788219 2.243511 1.09 -0.41 0.43
C -1.000262 -2.423344 3.535928 -1.94 -0.14 -1.42
O -0.810572 -1.476657 4.573763 -0.51 0.71 1.16
C -1.802945 -1.260756 5.520947 2.42 0.31 0.66
O -2.898032 -1.702120 5.539653 -0.67 -0.17 -0.22
O -1.190061 -0.495317 6.493965 -0.65 -0.13 0.10
C -1.880625 -0.182998 7.762105 0.08 -0.08 -0.21
H -1.134860 -0.824570 2.079634 -0.64 0.40 0.14
H -2.705995 -1.829941 2.272154 0.13 0.72 0.16
H -1.344827 -2.353374 1.352140 0.12 -0.50 0.15
H -0.058456 -2.923609 3.310456 0.06 0.27 0.38
H -1.766503 -3.146285 3.815798 0.41 -0.32 0.52
H -1.286122 0.505665 8.362454 0.50 0.27 -0.81
H -1.936631 -1.027470 8.449006 -0.36 -0.50 -0.66
H -2.844766 0.304023 7.616039 -0.01 -0.40 -0.29
C -0.006035 4.367868 -1.514091 -0.92 2.23 0.23
C 0.888901 4.103587 -2.687166 -0.29 1.24 0.40
O 0.177746 4.556981 -3.823807 0.40 -0.04 -0.09
C -1.108433 4.848154 -3.488873 -3.20 -0.17 -1.31
O -2.037802 5.102061 -4.273473 3.58 -0.70 2.67
O -1.242537 4.700623 -2.154721 -1.21 -0.26 -0.70
F 1.022372 2.770709 -2.729716 0.72 -1.69 -0.97
H 0.199951 5.312779 -1.011297 0.75 -0.30 0.36
H -0.132270 3.569866 -0.782410 0.02 -0.09 -0.32
H 1.854609 4.607794 -2.651405 0.06 -0.33 -0.18

---

# 3
58
Properties=species:S:1:pos:R:3:forces:R:3 method="wB97M-V/def2-TZVPD" relative_energy_kj_mol=0.0 total_charge=+1 e_tot_ha=-2348.3623 homo_energy_ev=-10.18
Ir 0.055444 0.729898 1.407880 -0.10 -0.52 -0.02
S -4.256107 1.370755 -0.339331 0.01 -0.05 0.02
C -2.879567 1.331678 0.500031 0.01 0.12 -0.13
N -1.865732 1.297132 1.088037 0.08 0.03 0.17
C -2.781208 -2.421019 -5.052344 -0.01 -0.01 0.01
C -2.485705 -2.347228 -3.594714 -0.06 -0.05 0.04
C -3.356562 -2.681300 -2.633525 0.05 0.06 -0.05
C -3.087522 -2.426632 -1.227038 0.09 -0.04 0.03
C -4.257156 -2.471734 -0.293555 0.00 0.01 -0.05
C -1.818798 -2.112449 -0.822912 -0.08 0.04 0.00
C -1.614997 -1.503115 0.448959 -0.01 -0.22 -0.13
O -0.472373 -1.192409 0.835829 0.01 0.14 0.03
C -0.656901 -2.161436 -1.809413 0.02 -0.11 0.12
C 0.170127 -3.418467 -1.699520 -0.03 -0.01 0.03
C -1.136399 -1.815763 -3.206808 -0.11 0.01 -0.09
H -3.789141 -2.781816 -5.242737 0.00 0.00 0.00
H -2.067377 -3.077680 -5.555461 0.00 0.00 0.00
H -2.671254 -1.429764 -5.500268 0.00 -0.01 0.00
H -4.339854 -3.047764 -2.900267 0.00 0.00 0.00
H -5.091576 -2.998783 -0.750866 0.01 -0.02 0.00
H -4.588402 -1.446780 -0.093931 -0.01 0.02 0.01
H -4.016039 -2.954575 0.650768 -0.01 0.03 0.01
H -2.486013 -1.226350 1.046893 -0.03 -0.02 -0.01
H 0.547613 -3.519814 -0.682840 0.01 0.00 -0.01
H 1.010705 -3.382038 -2.392090 0.00 0.00 0.00
H -0.448274 -4.286820 -1.929689 0.00 0.01 0.00
H -0.380627 -2.099030 -3.943356 0.02 0.03 -0.01
O -1.200389 -0.363346 -3.154158 0.08 0.07 0.08
C -0.425745 0.019741 -2.123849 0.01 -0.17 -0.13
O 0.211775 -1.014185 -1.587281 -0.01 0.08 0.10
C -0.326973 1.287570 -1.647525 -0.07 0.13 0.10
C -1.035990 2.302549 -2.360714 0.02 -0.10 0.02
C -0.989687 3.619360 -2.029277 0.02 0.03 0.04
C -0.283804 3.987388 -0.863006 -0.02 0.13 -0.10
C 0.376690 3.058299 -0.125201 0.15 -0.22 0.12
C 0.496390 1.596738 -0.419596 -0.16 0.09 -0.13
N 0.736473 3.449250 1.170728 -0.10 0.15 -0.27
O 1.059265 4.557617 1.498269 0.04 0.16 0.02
O 0.660852 2.526910 2.063260 0.13 0.11 0.27
H -1.644430 1.985635 -3.197684 0.00 0.00 0.00
H -1.560796 4.354002 -2.574996 0.02 0.02 -0.01
H -0.330248 5.000352 -0.481598 -0.03 -0.01 -0.01
H 1.527467 1.257029 -0.540801 0.03 0.26 -0.10
S 2.203146 -0.179911 1.624426 0.06 -0.19 -0.02
C 3.116402 0.422149 2.959597 0.01 0.05 0.02
N 4.218379 -0.257117 3.276414 -0.01 -0.01 0.00
C 5.163632 0.137715 4.318432 0.02 0.02 0.01
C 5.057049 1.633242 4.553188 -0.01 0.02 0.00
C 3.601237 2.007026 4.769949 0.01 -0.02 -0.02
N 2.798322 1.503315 3.654761 -0.01 0.05 0.00
H 4.392615 -1.095790 2.747530 -0.02 -0.01 0.00
H 6.164271 -0.133663 3.986393 0.00 -0.01 0.00
H 4.951278 -0.414496 5.236743 -0.01 0.00 0.00
H 5.447217 2.172005 3.687895 0.01 0.00 0.00
H 5.649916 1.915292 5.421469 0.00 0.00 0.00
H 3.474059 3.086854 4.806370 -0.01 0.00 0.01
H 3.228093 1.591090 5.708768 0.00 0.00 0.00
H 2.027228 2.060687 3.313763 -0.03 -0.05 0.02

---

# 4
40
Properties=species:S:1:pos:R:3:forces:R:3 method="wB97M-V/def2-TZVPD" multiplicity=4 total_charge=+4 e_tot_ha=-882.8572 homo_energy_ev="-22.97 / -22.61"
Re 0.143412 -0.591811 0.062792 2.46 0.38 1.02
C 5.176223 0.867729 -0.705686 0.04 0.04 0.33
C 3.729516 1.126819 -1.230507 0.04 -0.19 -1.01
C 3.523902 2.520373 -1.821873 0.11 0.13 0.27
C 2.710821 0.599401 -0.351333 0.15 0.06 0.40
C 2.867904 -0.651962 0.337309 -0.42 -0.31 -0.51
C 2.197518 -0.917973 1.523289 -0.23 -0.18 0.17
C 1.327048 0.039838 2.133874 -0.49 0.02 -0.26
C 0.938446 -0.010078 3.555146 0.00 -0.23 0.14
C 0.843440 1.049120 1.242022 0.12 0.47 0.19
C 1.463785 1.239143 -0.052102 -0.70 -0.07 -0.08
H 5.868968 1.275339 -1.438418 -0.03 -0.02 -0.06
H 5.419315 -0.184380 -0.566747 -0.03 -0.03 -0.09
H 5.334573 1.384206 0.240987 -0.03 0.10 -0.02
H 3.679228 0.407738 -2.093539 -0.04 -0.04 0.10
H 3.865195 3.291652 -1.129006 -0.08 -0.01 0.10
H 2.496916 2.739286 -2.114444 0.02 -0.05 -0.07
H 4.144037 2.624018 -2.708768 0.00 -0.05 -0.07
H 3.596654 -1.373919 -0.019609 -0.04 -0.02 -0.03
H 2.431800 -1.831561 2.063823 -0.05 -0.03 -0.02
H 0.745799 -1.023129 3.916035 -0.03 -0.01 -0.05
H 0.125167 0.665613 3.808970 -0.04 -0.01 -0.04
H 1.822336 0.315477 4.130613 0.01 0.07 -0.08
H 0.182427 1.829544 1.604681 -0.15 -0.07 0.01
H 1.153552 2.101946 -0.628340 -0.03 0.02 -0.04
N -6.888292 -1.916254 -0.391258 -0.48 -0.06 -0.02
C -6.043661 -1.318082 -1.151008 0.64 0.17 -0.16
O -6.364761 -0.801354 -2.281581 -0.14 -0.12 0.17
C -4.558892 -1.129755 -0.839246 -0.17 0.01 -0.04
C -3.766128 -0.447780 -1.761530 -0.12 -0.03 0.05
C -2.434070 -0.239578 -1.473892 0.12 -0.04 0.15
N -1.873223 -0.687880 -0.316394 -0.64 -0.05 -0.30
C -2.653175 -1.368981 0.570661 0.05 0.08 -0.10
C -3.992743 -1.609142 0.337995 0.04 0.03 -0.04
H -7.869723 -1.992962 -0.672047 0.01 -0.04 0.04
H -6.649559 -2.317849 0.508342 0.03 0.00 -0.01
H -4.159766 -0.073908 -2.699189 0.02 0.05 -0.01
H -1.802977 0.299994 -2.168990 0.04 0.00 0.00
H -2.196004 -1.723066 1.488019 0.05 0.01 0.01
H -4.535010 -2.165814 1.090968 -0.03 0.03 0.00